(1)
Density functional theory data (ωB97M-V/def2-TZVPD) for a structure of composition C38H29Cl2IrN2O5S.

Atoms and positions in Å:
1 Ir -1.178 -1.203 0.067
2 C -2.757 -0.155 2.741
3 C -2.660 -1.645 2.727
4 C -3.134 -2.377 3.836
5 C -3.117 -3.738 3.812
6 C -2.622 -4.412 2.675
7 C -2.616 -5.824 2.576
8 C -2.131 -6.438 1.454
9 C -1.613 -5.667 0.404
10 C -1.584 -4.284 0.466
11 S -0.897 -3.371 -0.827
12 C -2.123 -3.635 1.617
13 N -2.149 -2.263 1.666
14 H -3.620 0.159 3.326
15 H -2.847 0.244 1.731
16 H -1.860 0.279 3.188
17 H -3.524 -1.835 4.686
18 H -3.490 -4.314 4.651
19 H -3.006 -6.405 3.402
20 H -2.137 -7.516 1.374
21 H -1.215 -6.150 -0.479
22 O 0.327 -0.714 2.030
23 C 1.164 0.408 1.653
24 C 1.440 0.297 0.129
25 O 2.156 1.130 -0.430
26 O 0.886 -0.686 -0.476
27 C 0.325 1.644 1.944
28 C 0.391 2.280 3.177
29 C -0.472 3.325 3.477
30 C -1.411 3.745 2.547
31 C -1.470 3.129 1.305
32 C -0.599 2.093 1.001
33 C 2.467 0.367 2.443
34 C 2.681 -0.583 3.434
35 C 3.876 -0.608 4.146
36 C 4.863 0.324 3.882
37 C 4.647 1.289 2.906
38 C 3.461 1.313 2.193
39 H 0.880 -1.504 1.937
40 H 1.111 1.952 3.916
41 H -0.410 3.810 4.443
42 H -2.085 4.559 2.784
43 H -2.186 3.459 0.563
44 H -0.643 1.658 0.007
45 H 1.911 -1.297 3.697
46 H 4.023 -1.356 4.914
47 H 5.792 0.307 4.436
48 H 5.408 2.031 2.699
49 H 3.300 2.066 1.435
50 Cl 3.089 -1.006 -2.700
51 C 2.494 -0.455 -4.204
52 C 2.800 -1.166 -5.340
53 C 2.343 -0.724 -6.574
54 C 1.620 0.461 -6.681
55 C 1.299 1.187 -5.559
56 Cl 0.564 2.721 -5.804
57 C 1.666 0.716 -4.255
58 N 1.319 1.315 -3.102
59 C 0.264 2.221 -2.866
60 C 0.592 3.377 -2.153
61 C -0.381 4.322 -1.900
62 C -1.684 4.086 -2.318
63 C -2.012 2.902 -2.962
64 C -1.055 1.942 -3.253
65 C -1.468 0.627 -3.850
66 C -1.603 -0.517 -2.833
67 O -1.654 -1.663 -3.218
68 O -1.669 -0.116 -1.586
69 H 3.396 -2.063 -5.253
70 H 2.578 -1.287 -7.467
71 H 1.328 0.844 -7.648
72 H 1.860 1.105 -2.229
73 H 1.613 3.523 -1.829
74 H -0.126 5.231 -1.372
75 H -2.455 4.822 -2.127
76 H -3.040 2.712 -3.246
77 H -0.790 0.264 -4.620
78 H -2.439 0.730 -4.338

Properties
⟨S²⟩: 8.82
Highest occupied orbital energy (spin up / spin down), eV: -9.9 / -11.1
Kohn-Sham gap (spin up / spin down), Ha: 0.261 / 0.202
Relative energy (zero: lowest compared OMol25 entry of this formula, charge and spin), kJ/mol: 0.0
Total charge: +1
Multiplicity: 6

=====

(2)
Density functional theory data (ωB97M-V/def2-TZVPD) for a cluster of 2 separate species, C3H8N2O2 in total.

Atoms and positions in Å:
1 O 0.012 2.065 0.361
2 C -0.533 0.990 0.244
3 N -0.054 -0.130 -0.377
4 C -0.873 -1.284 -0.084
5 C -2.148 -0.606 0.455
6 O -1.773 0.739 0.744
7 H 0.967 -0.178 -0.449
8 H -0.409 -1.941 0.664
9 H -1.079 -1.877 -0.981
10 H -2.518 -1.063 1.376
11 H -2.953 -0.593 -0.286
12 N 2.667 0.716 0.083
13 H 2.101 1.566 0.057
14 H 3.531 0.897 -0.420
15 H 2.917 0.577 1.058

Properties
Highest occupied orbital energy, eV: -9.8
Kohn-Sham gap, Ha: 0.391
Relative energy (zero: lowest compared OMol25 entry of this formula, charge and spin), kJ/mol: 22.7
SMILES: O=C1NCCO1.N

=====

(3)
Density functional theory data (ωB97M-V/def2-TZVPD) for a cluster of 2 separate species, CH4O2S2 in total.

Atoms and positions in Å:
1 C -1.356 0.165 0.344
2 O -1.462 0.840 -0.792
3 O -0.680 -0.814 0.442
4 S 2.336 -0.801 -0.329
5 S 2.159 1.050 0.243
6 H -1.973 0.545 1.178
7 H -2.032 1.619 -0.738
8 H 1.194 -1.046 -1.047
9 H 1.813 -1.559 0.699

Properties
Highest occupied orbital energy, eV: -8.1
Kohn-Sham gap, Ha: 0.317
Relative energy (zero: lowest compared OMol25 entry of this formula, charge and spin), kJ/mol: 102.9

=====

(4)
Density functional theory data (ωB97M-V/def2-TZVPD) for a cluster of 2 separate species, C2H2Cl2O2 in total.

Atoms and positions in Å:
1 C 1.653 0.507 0.049
2 C -2.415 -0.840 0.059
3 O 0.901 -0.350 -0.367
4 O -1.426 -1.548 -0.173
5 Cl -2.001 0.831 0.240
6 Cl 1.196 2.163 0.049
7 H 2.644 0.478 0.439
8 H -0.551 -1.241 -0.297

Properties
⟨S²⟩: 2.00
Highest occupied orbital energy (spin up / spin down), eV: -6.5 / -11.1
Kohn-Sham gap (spin up / spin down), Ha: 0.226 / 0.368
Relative energy (zero: lowest compared OMol25 entry of this formula, charge and spin), kJ/mol: 67.0
Multiplicity: 3

=====

(5)
Density functional theory data (ωB97M-V/def2-TZVPD) for a cluster of 9 separate species, C46H48N4O20 in total.

Atoms and positions in Å:
1 O 6.226 0.727 4.548
2 C 5.655 0.567 3.512
3 C 4.680 -0.416 3.220
4 C 3.993 -0.292 2.043
5 O 3.030 -1.126 1.703
6 C 4.293 0.796 0.972
7 O 3.555 0.929 0.033
8 C 5.435 1.643 1.154
9 C 6.108 1.534 2.325
10 O 7.152 2.314 2.670
11 H 4.436 -1.128 3.944
12 H 2.477 -0.891 0.948
13 H 5.778 2.334 0.370
14 H 7.408 2.346 3.618
15 O -1.865 3.766 -4.853
16 C -1.938 4.347 -3.798
17 C -2.534 3.768 -2.591
18 C -2.506 4.490 -1.452
19 O -3.063 4.021 -0.296
20 C -2.015 5.947 -1.395
21 O -2.138 6.547 -0.303
22 C -1.434 6.513 -2.568
23 C -1.389 5.772 -3.706
24 O -0.803 6.293 -4.795
25 H -2.817 2.705 -2.704
26 H -2.819 4.687 0.378
27 H -0.940 7.466 -2.378
28 H -0.903 5.637 -5.515
29 O 1.941 -4.880 -4.162
30 C 1.427 -4.829 -3.075
31 C 2.046 -4.308 -1.887
32 C 1.362 -4.449 -0.750
33 O 2.063 -4.314 0.380
34 C -0.075 -5.021 -0.633
35 O -0.618 -5.144 0.453
36 C -0.758 -5.318 -1.878
37 C -0.030 -5.304 -2.999
38 O -0.648 -5.559 -4.230
39 H 3.096 -4.045 -1.858
40 H 1.542 -4.200 1.223
41 H -1.780 -5.741 -1.867
42 H 0.166 -5.507 -4.774
43 O 1.212 -3.636 3.241
44 C 0.086 -3.484 3.579
45 C -1.144 -3.201 2.857
46 C -2.267 -2.923 3.598
47 O -3.393 -2.607 2.918
48 C -2.403 -3.084 5.188
49 O -3.548 -3.099 5.662
50 C -1.124 -3.426 5.869
51 C -0.029 -3.489 5.132
52 O 1.097 -3.785 5.808
53 H -1.123 -3.371 1.764
54 H -4.006 -2.470 3.667
55 H -1.070 -3.539 6.931
56 H 1.793 -4.036 5.204
57 O 2.574 -2.620 -6.636
58 C 2.173 -1.714 -5.993
59 C 1.251 -0.645 -6.395
60 C 0.784 0.219 -5.468
61 O -0.141 1.069 -5.856
62 C 1.267 0.209 -3.970
63 O 0.718 1.019 -3.269
64 C 2.282 -0.803 -3.563
65 C 2.707 -1.653 -4.510
66 O 3.680 -2.512 -4.269
67 H 1.003 -0.563 -7.399
68 H -0.444 1.731 -5.172
69 H 2.774 -0.912 -2.618
70 H 3.769 -3.181 -4.994
71 C -6.265 0.377 2.933
72 C -5.443 1.474 2.350
73 C -5.770 1.868 0.932
74 C -5.380 0.871 -0.026
75 N -4.964 0.224 -0.869
76 H -5.983 -0.581 2.479
77 H -7.321 0.470 2.950
78 H -5.987 0.443 4.021
79 H -4.364 1.274 2.552
80 H -5.681 2.370 2.985
81 H -5.197 2.807 0.742
82 H -6.848 2.072 0.845
83 C 1.614 1.194 5.329
84 C 1.178 -0.061 4.490
85 C 0.713 0.384 3.128
86 C -0.590 1.051 3.152
87 N -1.606 1.608 3.123
88 H 0.948 2.054 5.316
89 H 2.593 1.530 4.998
90 H 1.703 0.827 6.345
91 H 0.394 -0.688 4.932
92 H 2.048 -0.699 4.349
93 H 0.437 -0.442 2.469
94 H 1.437 1.072 2.677
95 C 0.266 2.434 -0.278
96 C 1.389 3.508 -0.434
97 C 2.325 3.350 -1.653
98 C 1.622 3.613 -2.919
99 N 1.149 3.880 -3.942
100 H -0.204 2.167 -1.219
101 H -0.529 2.716 0.404
102 H 0.698 1.475 0.099
103 H 2.037 3.512 0.455
104 H 0.942 4.504 -0.517
105 H 2.824 2.355 -1.724
106 H 3.157 4.096 -1.592
107 C -1.496 -1.962 -2.820
108 C -1.811 -0.733 -2.051
109 C -1.971 -0.991 -0.542
110 C -0.636 -1.118 0.055
111 N 0.437 -1.300 0.406
112 H -2.268 -2.751 -2.970
113 H -0.610 -2.511 -2.465
114 H -1.277 -1.733 -3.858
115 H -2.758 -0.326 -2.505
116 H -1.148 0.170 -2.106
117 H -2.595 -1.863 -0.290
118 H -2.478 -0.168 -0.071

Properties
Highest occupied orbital energy, eV: -9.3
Kohn-Sham gap, Ha: 0.282
Relative energy (zero: lowest compared OMol25 entry of this formula, charge and spin), kJ/mol: 7.2
SMILES: O=C1C=C(O)C(=O)C=C1O.O=C1C=C(O)C(=O)C=C1O.O=C1C=C(O)C(=O)C=C1O.O=C1C=C(O)C(=O)C=C1O.O=C1C=C(O)C(=O)C=C1O.CCCC#N.CCCC#N.CCCC#N.CCCC#N

=====

(6)
Density functional theory data (ωB97M-V/def2-TZVPD) for a cluster of 9 separate species, C43H46BF4O15 in total.

Atoms and positions in Å:
1 B 0.713 1.218 0.388
2 F 0.795 1.853 -0.918
3 F 1.321 -0.021 0.374
4 F 1.192 2.068 1.360
5 F -0.573 0.955 0.613
6 C 0.268 5.345 1.021
7 O 0.168 6.629 0.525
8 H 0.228 5.361 2.070
9 H 1.115 4.686 0.489
10 H -0.692 4.771 0.533
11 H -0.569 6.801 -0.102
12 C 2.945 -0.852 -4.230
13 C 1.811 -0.741 -3.420
14 C 1.265 -1.836 -2.925
15 C 1.578 -3.097 -3.362
16 C 2.539 -3.275 -4.403
17 C 3.343 -2.153 -4.720
18 O 4.212 -2.268 -5.813
19 O 0.168 -1.642 -2.036
20 H 3.600 -0.180 -4.526
21 H 1.578 0.086 -3.037
22 H 1.063 -3.809 -2.893
23 H 2.701 -4.221 -4.708
24 H 4.607 -1.289 -6.123
25 H 0.111 -0.879 -1.632
26 C -2.209 1.603 -3.598
27 C -3.139 0.961 -4.604
28 C -4.465 0.928 -4.356
29 C -4.988 1.578 -3.218
30 C -4.171 2.065 -2.222
31 C -2.760 2.096 -2.397
32 O -1.971 2.681 -1.435
33 O -5.289 0.476 -5.336
34 H -1.204 1.693 -3.855
35 H -2.709 0.500 -5.538
36 H -6.101 1.832 -3.186
37 H -4.633 2.500 -1.390
38 H -1.103 3.032 -1.793
39 H -6.240 0.497 -5.564
40 C -0.947 -4.633 0.584
41 C -0.708 -3.441 0.961
42 C -0.259 -3.039 2.225
43 C -0.283 -3.972 3.196
44 C -0.559 -5.309 2.814
45 C -0.983 -5.605 1.575
46 O -1.460 -6.853 1.243
47 O 0.237 -1.754 2.487
48 H -1.530 -4.737 -0.148
49 H -0.710 -2.754 0.101
50 H -0.112 -3.739 4.144
51 H -0.453 -5.983 3.470
52 H -1.889 -7.340 1.996
53 H 0.510 -1.200 1.568
54 C -3.556 -1.514 2.105
55 C -4.188 -2.742 2.453
56 C -5.493 -2.667 3.065
57 C -6.046 -1.433 3.323
58 C -5.483 -0.237 2.864
59 C -4.179 -0.266 2.252
60 O -3.550 0.843 1.933
61 O -6.192 -3.797 3.252
62 H -2.658 -1.564 1.397
63 H -3.695 -3.575 2.099
64 H -6.978 -1.533 3.697
65 H -6.081 0.621 3.049
66 H -2.599 0.784 1.615
67 H -6.759 -4.027 4.084
68 C -0.607 2.901 5.614
69 C -0.362 3.864 6.608
70 C 0.691 4.758 6.331
71 C 1.483 4.662 5.172
72 C 1.220 3.641 4.219
73 C 0.047 2.856 4.384
74 O -0.211 1.821 3.554
75 O 0.971 5.820 7.220
76 H -1.390 2.200 5.955
77 H -0.865 4.063 7.477
78 H 2.555 5.316 5.135
79 H 1.594 3.634 3.315
80 H 0.186 1.956 2.676
81 H 1.833 6.126 7.228
82 C 4.176 3.527 -4.219
83 C 3.048 3.475 -3.369
84 C 1.774 3.225 -3.871
85 C 1.689 2.819 -5.276
86 C 2.874 2.810 -6.052
87 C 4.138 3.198 -5.499
88 O 5.310 3.204 -6.208
89 O 0.631 3.248 -3.106
90 H 5.213 3.879 -3.725
91 H 3.207 3.879 -2.398
92 H 0.799 2.576 -5.725
93 H 2.843 2.574 -7.150
94 H 5.822 3.850 -5.614
95 H 0.930 2.701 -2.408
96 C 3.810 -3.335 2.754
97 C 3.627 -4.695 2.620
98 C 2.823 -5.201 1.639
99 C 2.488 -4.289 0.462
100 C 2.614 -2.885 0.635
101 C 3.366 -2.434 1.689
102 O 3.575 -1.133 1.826
103 O 2.484 -6.526 1.620
104 H 4.199 -2.939 3.677
105 H 4.042 -5.256 3.409
106 H 1.920 -4.896 -0.203
107 H 2.188 -2.167 -0.102
108 H 3.386 -0.385 1.349
109 H 2.010 -6.877 0.893

Properties
Highest occupied orbital energy, eV: -5.3
Kohn-Sham gap, Ha: 0.265
Relative energy (zero: lowest compared OMol25 entry of this formula, charge and spin), kJ/mol: 0.0
Total charge: -1